ORCA calculation (ωB97M-V/def2-TZVPD) on a molecular structure, C19H21NO5PSe2SnTe2.

Computed properties:
- Strongest force on any atom: 0.5 eV/A
- Relative energy (zero: lowest compared OMol25 entry of this formula, charge and spin): 0.836 eV
- Total charge: +1
- HOMO energy (alpha / beta): -0.391 / -0.390 Ha
- Calculated total energy: -192165.9614 eV

XYZ file:
```
52
C19H21NO5PSe2SnTe2 | the Open Molecules 2025 dataset | ωB97M-V/def2-TZVPD
Sn 0.530 0.114 1.853
O -2.101 2.134 5.161
C -1.485 1.733 4.066
O -0.353 1.290 4.053
C -2.358 1.871 2.854
O -1.629 1.598 1.673
C -2.416 0.827 0.749
C -2.315 -0.674 1.043
O -3.201 -1.411 0.696
O -1.209 -1.032 1.663
H -1.517 2.005 5.925
H -3.199 1.184 2.987
H -2.758 2.887 2.826
H -3.455 1.151 0.752
H -2.000 0.991 -0.242
Se 2.182 3.260 1.115
Te 4.495 3.696 0.783
Te 5.812 1.466 1.560
Se 4.129 -0.163 1.972
C 2.269 -1.007 -1.380
P 0.693 -0.070 -1.220
C 0.845 1.183 -2.530
C 0.583 2.516 -2.225
C 0.737 3.505 -3.189
C 1.145 3.160 -4.468
C 1.391 1.828 -4.786
C 1.242 0.843 -3.824
C -0.524 -1.256 -1.878
C -0.549 -2.547 -1.348
C -1.501 -3.460 -1.769
C -2.444 -3.090 -2.718
C -2.431 -1.807 -3.245
C -1.477 -0.889 -2.825
H 2.263 -1.605 -2.290
H 2.412 -1.667 -0.524
H 3.096 -0.297 -1.404
H 0.249 2.781 -1.230
H 0.540 4.540 -2.939
H 1.262 3.925 -5.225
H 1.697 1.558 -5.789
H 1.427 -0.193 -4.084
H 0.171 -2.841 -0.592
H -1.517 -4.456 -1.347
H -3.195 -3.800 -3.039
H -3.165 -1.518 -3.985
H -1.476 0.111 -3.242
C 1.597 -3.431 5.585
C 1.361 -2.341 4.647
N 1.180 -1.482 3.910
H 1.159 -3.190 6.552
H 2.667 -3.588 5.707
H 1.142 -4.345 5.207
```


ORCA calculation (ωB97M-V/def2-TZVPD) on a molecular structure, C19H22BMnN8S2.

Computed properties:
- Strongest force on any atom: 0.5 eV/A
- Relative energy (zero: lowest compared OMol25 entry of this formula, charge and spin): 0.128 eV
- Total charge: -1
- ⟨S²⟩: 8.76
- HOMO energy (alpha / beta): -0.155 / -0.158 Ha
- 2S+1: 6
- Calculated total energy: -85655.1820 eV

XYZ file:
```
53
C19H22BMnN8S2 | the Open Molecules 2025 dataset | ωB97M-V/def2-TZVPD
Mn 0.851 -0.519 -1.286
C -1.134 0.952 -3.961
C -1.600 1.236 -2.571
C -2.693 1.994 -2.129
C -2.646 1.934 -0.747
C -3.565 2.556 0.252
N -1.585 1.181 -0.408
N -0.948 0.753 -1.523
B -1.070 0.777 0.990
N 0.389 1.271 1.181
N 1.407 0.793 0.415
C 2.527 1.369 0.838
C 3.854 1.032 0.243
C 2.233 2.247 1.890
C 0.867 2.153 2.076
C 0.005 2.869 3.063
N -1.098 -0.756 1.162
N -0.307 -1.559 0.401
C -0.451 -2.799 0.860
C 0.317 -3.953 0.306
C -1.372 -2.802 1.919
C -1.758 -1.488 2.078
C -2.715 -0.900 3.063
H -1.848 1.339 -4.687
H -1.004 -0.120 -4.115
H -0.161 1.409 -4.143
H -3.418 2.515 -2.732
H -4.327 3.131 -0.272
H -3.030 3.226 0.926
H -4.062 1.802 0.863
H -1.766 1.283 1.822
H 3.782 0.928 -0.840
H 4.230 0.088 0.642
H 4.582 1.808 0.477
H 2.923 2.863 2.443
H 0.623 3.533 3.665
H -0.504 2.171 3.729
H -0.761 3.466 2.565
H 0.155 -4.047 -0.767
H 0.017 -4.876 0.802
H 1.390 -3.820 0.456
H -1.705 -3.650 2.494
H -3.116 -1.694 3.691
H -3.548 -0.403 2.564
H -2.229 -0.164 3.704
S 2.547 0.093 -3.124
C 3.078 -1.556 -2.845
C 4.479 -1.760 -2.584
N 5.605 -1.906 -2.387
C 2.221 -2.618 -2.775
S 0.482 -2.449 -2.869
C 2.734 -3.936 -2.523
N 3.122 -4.996 -2.292
```


ORCA calculation (ωB97M-V/def2-TZVPD) on a molecular structure, C19H22BaN4O in a non-equilibrium geometry.

Computed properties:
- Strongest force on any atom: 1.1 eV/A
- Relative energy (zero: lowest compared OMol25 entry of this formula, charge and spin): 0.000 eV
- Total charge: +2
- HOMO energy: -0.565 Ha
- Calculated total energy: -28751.5661 eV

XYZ file:
```
47
C19H22BaN4O | the Open Molecules 2025 dataset | ωB97M-V/def2-TZVPD
Ba -0.179 -0.675 -1.747
C 0.657 -0.326 1.707
C 1.589 -1.463 1.233
C 2.681 -0.946 0.325
C 3.915 -0.569 0.835
C 4.862 -0.022 -0.015
C 4.555 0.135 -1.359
C 3.312 -0.275 -1.789
N 2.382 -0.799 -0.975
N -0.576 -0.196 0.886
C -1.108 1.177 1.004
C -0.253 2.191 0.273
C -0.058 3.456 0.801
C 0.704 4.373 0.094
C 1.258 3.998 -1.121
C 1.012 2.720 -1.580
N 0.267 1.827 -0.910
C -1.575 -1.177 1.358
C -2.828 -1.224 0.508
C -4.076 -1.339 1.094
C -5.198 -1.432 0.283
C -5.041 -1.402 -1.093
C -3.764 -1.275 -1.599
N -2.669 -1.189 -0.827
H 1.197 0.618 1.646
H 0.380 -0.467 2.756
H 1.012 -2.233 0.712
H 2.038 -1.947 2.098
H 4.132 -0.715 1.885
H 5.832 0.275 0.366
H 5.269 0.545 -2.060
H 3.049 -0.188 -2.841
H -1.190 1.472 2.056
H -2.119 1.198 0.591
H -0.491 3.716 1.758
H 0.870 5.367 0.490
H 1.865 4.679 -1.702
H 1.429 2.394 -2.529
H -1.851 -0.977 2.399
H -1.108 -2.165 1.341
H -4.169 -1.352 2.173
H -6.184 -1.522 0.722
H -5.887 -1.470 -1.762
H -3.607 -1.241 -2.674
O -0.109 -3.467 -1.532
H -0.879 -4.045 -1.609
H 0.655 -4.043 -1.670
```


ORCA calculation (ωB97M-V/def2-TZVPD) on a molecular structure, C19H22Cl3NOOsSSb2.

Computed properties:
- Strongest force on any atom: 0.5 eV/A
- Relative energy (zero: lowest compared OMol25 entry of this formula, charge and spin): 0.000 eV
- Total charge: +2
- ⟨S²⟩: 6.07
- HOMO energy (alpha / beta): -0.482 / -0.505 Ha
- 2S+1: 5
- Calculated total energy: -87524.8555 eV

XYZ file:
```
50
C19H22Cl3NOOsSSb2 | the Open Molecules 2025 dataset | ωB97M-V/def2-TZVPD
Os -0.984 1.311 -1.439
Cl -4.980 -3.962 -4.135
C -3.751 -3.016 -3.506
C -4.032 -1.648 -3.212
C -3.036 -0.888 -2.708
Cl -3.298 0.793 -2.342
C -1.711 -1.405 -2.461
O -0.775 -0.693 -1.997
C -1.482 -2.807 -2.771
Cl 0.061 -3.430 -2.473
C -2.483 -3.581 -3.281
H -5.020 -1.249 -3.400
H -2.308 -4.623 -3.513
C 2.924 2.481 -2.366
Sb 1.619 1.398 -1.116
C 2.393 -0.557 -1.147
C 2.015 2.138 0.853
C 2.331 0.997 1.787
C 3.629 0.491 1.811
C 3.969 -0.595 2.599
C 3.000 -1.193 3.389
C 1.715 -0.677 3.398
C 1.361 0.419 2.610
C -0.039 0.962 2.740
Sb -1.395 0.358 1.208
C -1.327 -1.749 1.430
C -3.250 0.817 2.118
H 3.935 2.243 -2.039
H 2.732 3.545 -2.252
H 2.789 2.192 -3.405
H 3.433 -0.510 -0.834
H 2.318 -0.960 -2.155
H 1.831 -1.179 -0.453
H 1.134 2.709 1.138
H 2.850 2.833 0.753
H 4.393 0.971 1.206
H 4.987 -0.962 2.609
H 3.248 -2.037 4.018
H 0.971 -1.115 4.054
H -0.076 2.051 2.781
H -0.504 0.586 3.652
H -1.575 -1.985 2.464
H -0.328 -2.117 1.202
H -2.054 -2.224 0.773
H -3.281 0.347 3.100
H -4.067 0.438 1.507
H -3.351 1.895 2.224
S -1.772 5.777 -0.534
C -1.490 4.290 -0.830
N -1.268 3.120 -1.058
```


ORCA calculation (ωB97M-V/def2-TZVPD) on C19H22F3N5O3 in the gas phase.

Computed properties:
- Strongest force on any atom: 1.0 eV/A
- Relative energy (zero: lowest compared OMol25 entry of this formula, charge and spin): 0.255 eV
- Structure (SMILES): Cc1nonc1CN(C)C(=O)C[C@H]1C(=O)NCCN1Cc1cccc(C(F)(F)F)c1
- HOMO energy: -0.340 Ha
- Calculated total energy: -41805.0656 eV

XYZ file:
```
52
C19H22F3N5O3 | the Open Molecules 2025 dataset | ωB97M-V/def2-TZVPD
C 4.295 -2.943 -4.150
C 4.695 -2.754 -2.741
N 5.924 -2.609 -2.335
O 5.887 -2.454 -1.006
N 4.628 -2.501 -0.546
C 3.853 -2.684 -1.577
C 2.369 -2.796 -1.533
N 1.799 -2.314 -0.295
C 1.291 -1.063 -0.296
O 1.186 -0.421 -1.333
C 0.795 -0.500 1.023
H 1.410 -0.853 1.848
C -0.691 -0.852 1.278
N -1.537 0.295 1.003
C -2.851 0.145 1.593
H -3.482 0.971 1.262
H -3.333 -0.805 1.297
C -2.695 0.191 3.106
N -1.773 -0.848 3.495
C -0.818 -1.370 2.714
O -0.082 -2.253 3.119
H -1.797 -1.187 4.446
H -3.655 0.023 3.600
H -2.313 1.175 3.403
C -1.615 0.633 -0.408
C -2.072 2.050 -0.600
C -2.755 2.435 -1.748
C -3.158 3.746 -1.928
C -2.900 4.698 -0.958
C -2.221 4.317 0.191
C -1.798 3.007 0.367
H -1.265 2.722 1.260
C -1.915 5.310 1.273
F -0.606 5.621 1.332
F -2.571 6.471 1.137
F -2.234 4.838 2.496
H -3.221 5.720 -1.086
H -3.684 4.029 -2.827
H -2.969 1.698 -2.509
H -2.286 -0.054 -0.954
H -0.620 0.536 -0.854
H -0.971 -1.717 0.641
H 0.876 0.587 0.968
C 2.023 -3.137 0.873
H 1.263 -2.969 1.633
H 3.013 -2.947 1.294
H 1.976 -4.183 0.569
H 1.950 -2.194 -2.347
H 2.083 -3.844 -1.688
H 3.613 -2.148 -4.449
H 3.781 -3.896 -4.270
H 5.175 -2.923 -4.786
```